# 1
{
  "formula": "C3H9Cl2PSi",
  "method": "ωB97M-V/def2-TZVPD",
  "homo_ha": [-0.2496, -0.2482],
  "homo_lumo_gap_ev": [6.5, 6.5],
  "multiplicity": 1,
  "elements": ["C", "C", "C", "Si", "P", "Cl", "Cl", "H", "H", "H", "H", "H", "H", "H", "H", "H"],
  "positions_angstrom": [[1.4372, -0.0442, 1.7060], [0.9122, -1.4567, -0.9718], [-0.1051, 1.5792, -0.7489], [0.4362, -0.0047, 0.1529], [-3.9605, -0.7544, 0.0033], [-1.6087, -0.7299, 0.7581], [-4.3094, 1.0788, -0.7568], [1.1945, -0.7831, 2.4014], [2.5124, -0.4161, 1.5006], [1.4438, 0.9332, 2.1700], [0.0568, -2.0974, -0.9979], [1.1793, -0.9826, -2.0139], [1.7585, -2.0811, -0.7144], [-0.3960, 1.5849, -1.8374], [-1.0659, 1.6780, -0.2519], [0.5148, 2.4961, -0.3993]]
}

# 2
{
  "formula": "C3H9ClN2",
  "method": "ωB97M-V/def2-TZVPD",
  "homo_ha": -0.3435,
  "smiles": "[H]/N=N/C(C)C.Cl",
  "homo_lumo_gap_ev": 10.3,
  "multiplicity": 1,
  "elements": ["C", "C", "C", "N", "N", "Cl", "H", "H", "H", "H", "H", "H", "H", "H", "H"],
  "positions_angstrom": [[-1.1364, -0.0677, 1.1208], [0.6308, -1.7238, -0.0133], [-0.0364, -0.2851, -0.0046], [1.6314, 1.1862, -0.5500], [1.0851, 0.4825, 0.3191], [-1.6734, 2.3347, -2.0890], [-1.5395, -0.7890, 1.8577], [-0.9007, 0.8055, 1.7090], [-2.0527, 0.1922, 0.6552], [1.3291, -1.7785, -0.8079], [-0.1435, -2.4652, 0.1038], [1.2979, -1.7372, 0.8847], [-0.5818, -0.1244, -1.0933], [-0.4432, 2.4455, -2.0579], [2.5332, 1.5243, -0.0343]]
}

# 3
{
  "formula": "C3H9ClN2",
  "method": "ωB97M-V/def2-TZVPD",
  "homo_ha": -0.3650,
  "smiles": "[H]/N=N/C(C)C.Cl",
  "homo_lumo_gap_ev": 9.9,
  "multiplicity": 1,
  "elements": ["C", "C", "C", "N", "N", "Cl", "H", "H", "H", "H", "H", "H", "H", "H", "H"],
  "positions_angstrom": [[-0.4990, 0.6504, 1.2804], [-1.3961, -0.1632, -1.0820], [-0.2356, 0.1440, -0.1541], [1.6380, -1.2443, -0.2920], [0.4223, -1.1859, 0.0280], [4.3270, -0.2636, 0.0394], [-1.5273, 0.7863, 1.3132], [-0.0753, -0.0937, 2.0032], [0.1773, 1.5099, 1.4080], [-0.9982, -0.7072, -1.9637], [-1.8690, 0.7103, -1.5434], [-2.2859, -0.7160, -0.6233], [0.4694, 0.8546, -0.6822], [3.0576, -0.6944, -0.2617], [2.0486, -2.1541, -0.1822]]
}